Record 1
Molecular formula: C2F6NO3S
Method: DFT, the ωB97M-V functional and the def2-TZVPD basis

Last columns: bonded neighbours and bond lengths (Å).
Element x y z (Å)
1 O -0.32615 0.47949 2.52525  S2 1.431
2 S 0.02990 -0.54130 1.58719  O1 1.431, O3 1.433, O4 1.432, N5 1.881
3 O 1.42838 -0.80538 1.42073  S2 1.433
4 O -0.84583 -1.67240 1.52983  S2 1.432
5 N -0.36338 0.30597 -0.04579  S2 1.881, C6 1.369, C10 1.371
6 C 0.65335 1.15869 -0.38375  N5 1.369, F7 1.353, F8 1.369, F9 1.325
7 F 1.70592 0.61514 -1.03750  C6 1.353
8 F 0.24601 2.15487 -1.22949  C6 1.369
9 F 1.15214 1.80000 0.66261  C6 1.325
10 C -0.78485 -0.61457 -0.97057  N5 1.371, F11 1.334, F12 1.362, F13 1.347
11 F -2.03958 -1.00775 -0.74567  C10 1.334
12 F -0.80511 -0.13288 -2.24469  C10 1.362
13 F -0.05081 -1.73987 -1.06814  C10 1.347

Values from the calculation:
HOMO-LUMO gap, hartree: 0.375
2S+1: 1
SMILES: O=S(=O)([O-])N(C(F)(F)F)C(F)(F)F
LUMO level, eV: 3.943
Total charge: -1

Atomic partial charges in e from the Mulliken method, atoms 1 to 5: atom 1 (O): -0.6261, atom 2 (S): 1.2053, atom 3 (O): -0.6078, atom 4 (O): -0.6304, atom 5 (N): -0.2966

=====

Record 2
Molecular formula: Cl2H2NOP
Method: DFT, the ωB97M-V functional and the def2-TZVPD basis

Last columns: bonded neighbours and bond lengths (Å).
Element x y z (Å)
1 N 0.70848 -1.36666 -1.90878  H6 1.054
2 O 0.71971 0.88946 0.71086  P3 1.666, H7 0.943
3 P -0.56029 -0.13884 0.43085  O2 1.666, Cl4 1.988, Cl5 2.042
4 Cl -1.84557 1.37172 0.30213  P3 1.988
5 Cl -1.06924 -0.89049 2.26030  P3 2.042
6 H 0.42285 -0.49837 -2.43291  N1 1.054
7 H 1.62405 0.63318 0.63755  O2 0.943

Values from the calculation:
HOMO-LUMO gap (spin up / spin down), hartree: 0.311 / 0.310
2S+1: 1
LUMO level (spin up / spin down), eV: -1.418 / -1.285

Atomic partial charges in e from the Mulliken method, atoms 1 to 5: atom 1 (N): -0.2782, atom 2 (O): -0.4880, atom 3 (P): 0.5721, atom 4 (Cl): -0.1820, atom 5 (Cl): -0.2301

=====

Computed values of energy relative to the best compared isomer or geometry (same formula, charge and spin) (unit: kJ/mol) for the preceding records, in sequence: 0.0 436.4.